18
Properties=species:S:1:pos:R:3 method="wB97M-V/def2-TZVPD" max_force_ev_per_a=3.69 spin_multiplicity=1 e_above_lowest_kj_mol=486.15 gap_ev=9.52 energy_ev=-22756.353 lumo_energy_ev=0.494
C -0.06338 0.74024 1.61087
O -1.04316 -3.76885 -0.05535
C 0.02219 0.51604 0.00691
H -1.04751 2.33473 -0.76889
H 1.72110 -0.91620 0.52010
H 0.13176 -0.20588 2.19420
H 0.84742 2.58142 -0.35745
N -1.07681 -2.74307 -0.60895
C -0.02955 1.92240 -0.73339
H -0.01679 1.88624 -1.85519
H -1.00448 1.27601 1.98490
H 0.78551 1.33304 2.05430
H 1.27399 -0.91333 -1.22867
H 2.19375 0.41361 -0.52107
S -1.59213 -0.23710 -0.48031
O -1.68518 -1.56356 0.26437
O -0.76497 -2.39581 -1.68647
C 1.34825 -0.25991 -0.33994